Entry 1:
{
  "formula": "C49H50Cl2Ge2N8O3S2Ti",
  "method": "ωB97M-V/def2-TZVPD",
  "multiplicity": 2,
  "total_charge": 1,
  "s_squared": 0.768,
  "e_homo_ha": [-0.3570, -0.3535],
  "homo_lumo_gap_ev": [6.87, 6.78],
  "species": ["Ti", "Cl", "C", "C", "C", "C", "C", "Cl", "C", "S", "H", "H", "H", "C", "C", "Ge", "C", "C", "C", "C", "Ge", "C", "C", "C", "C", "C", "C", "C", "C", "C", "C", "H", "H", "H", "H", "H", "H", "H", "H", "H", "H", "H", "H", "H", "H", "H", "H", "H", "H", "H", "H", "H", "H", "H", "H", "H", "H", "C", "N", "C", "N", "C", "N", "C", "C", "C", "C", "C", "C", "C", "N", "N", "C", "O", "C", "C", "C", "C", "C", "C", "N", "C", "N", "C", "N", "C", "H", "H", "H", "H", "H", "H", "H", "H", "H", "H", "H", "H", "H", "H", "H", "H", "O", "C", "O", "C", "C", "C", "C", "S", "C", "C", "H", "H", "H", "H", "H"],
  "coordinates": [[-15.62, 5.36, 18.06], [-15.21, 3.88, 20.21], [-16.36, 4.64, 21.30], [-16.77, 3.92, 22.42], [-17.90, 4.36, 23.11], [-18.58, 5.53, 22.74], [-18.16, 6.30, 21.66], [-19.04, 7.73, 21.25], [-16.98, 5.87, 20.93], [-16.35, 6.93, 19.62], [-16.15, 3.11, 22.86], [-18.24, 3.79, 23.96], [-19.43, 5.86, 23.33], [-19.43, 1.54, 17.11], [-18.30, 2.29, 17.84], [-17.87, 4.17, 17.22], [-19.46, 5.12, 18.00], [-20.85, 5.04, 17.35], [-18.51, 3.94, 15.28], [-18.13, 4.32, 14.05], [-16.90, 5.84, 13.70], [-15.13, 5.25, 13.28], [-14.57, 5.79, 11.95], [-17.81, 7.14, 12.59], [-17.92, 6.72, 11.11], [-18.89, 3.78, 12.89], [-18.29, 3.16, 11.75], [-19.13, 2.41, 10.90], [-20.51, 2.34, 11.14], [-21.10, 3.13, 12.13], [-20.29, 3.86, 12.99], [-19.74, 0.62, 17.61], [-19.14, 1.25, 16.09], [-20.35, 2.15, 17.03], [-17.33, 1.71, 17.75], [-18.52, 2.35, 18.91], [-19.22, 6.17, 18.17], [-19.57, 4.66, 19.01], [-20.83, 4.62, 16.35], [-21.37, 6.01, 17.33], [-21.40, 4.37, 17.99], [-19.43, 3.34, 15.31], [-15.12, 4.16, 13.32], [-14.52, 5.63, 14.11], [-14.91, 5.25, 11.07], [-13.47, 5.74, 12.02], [-14.79, 6.85, 11.84], [-17.18, 8.04, 12.73], [-18.80, 7.32, 13.01], [-17.25, 5.89, 10.87], [-17.60, 7.58, 10.48], [-18.97, 6.49, 10.87], [-17.24, 3.21, 11.56], [-18.64, 1.87, 10.11], [-21.11, 1.71, 10.48], [-22.19, 3.11, 12.27], [-20.73, 4.51, 13.75], [-12.42, 0.89, 17.87], [-13.35, 1.95, 17.44], [-13.52, 3.23, 17.84], [-14.55, 3.78, 17.19], [-14.87, 2.83, 16.26], [-14.19, 1.73, 16.35], [-12.09, 0.95, 19.34], [-12.34, -0.22, 20.13], [-12.16, -0.16, 21.50], [-11.73, 0.96, 22.14], [-11.42, 2.10, 21.38], [-11.54, 2.09, 19.98], [-11.05, 3.33, 22.05], [-10.94, 3.49, 23.35], [-10.69, 4.82, 23.60], [-10.64, 5.45, 22.42], [-10.90, 4.55, 21.37], [-10.51, 6.83, 22.15], [-10.83, 7.84, 23.07], [-11.16, 9.11, 22.57], [-11.24, 9.33, 21.18], [-10.88, 8.35, 20.28], [-11.04, 8.49, 18.79], [-11.98, 7.51, 18.23], [-12.98, 6.86, 18.80], [-13.89, 6.50, 17.87], [-13.35, 7.03, 16.71], [-12.22, 7.62, 16.89], [-10.49, 7.10, 20.75], [-11.54, 0.91, 17.20], [-12.97, -0.06, 17.81], [-12.92, 3.73, 18.57], [-15.64, 3.00, 15.55], [-12.64, -1.15, 19.65], [-12.35, -1.08, 22.06], [-11.67, 1.00, 23.21], [-11.18, 2.93, 19.33], [-10.80, 7.62, 24.12], [-11.51, 9.91, 23.20], [-11.50, 10.29, 20.80], [-10.07, 8.36, 18.26], [-11.37, 9.50, 18.62], [-12.98, 6.48, 19.79], [-13.87, 6.91, 15.77], [-10.18, 6.32, 20.03], [-20.09, 11.99, 18.27], [-20.56, 10.71, 18.02], [-21.68, 10.42, 18.43], [-19.62, 9.71, 17.33], [-18.23, 9.86, 17.43], [-17.41, 8.92, 16.84], [-17.93, 7.78, 16.26], [-16.68, 6.49, 15.95], [-19.30, 7.66, 16.04], [-20.13, 8.61, 16.63], [-19.38, 12.24, 17.64], [-17.81, 10.60, 18.09], [-16.34, 9.09, 16.88], [-19.73, 6.83, 15.45], [-21.23, 8.47, 16.55]]
}

***

Entry 2:
{
  "formula": "C49H50N2O16S",
  "method": "ωB97M-V/def2-TZVPD",
  "smiles": "C=CC[C@@H](OC[C@@H](CSCC)O[C@H](C)NCC)ON=O.O=C1C=CC(=O)C=C1.O=C1C=CC(=O)C=C1.O=C1C=CC(=O)C=C1.O=C1C=CC(=O)C=C1.O=C1C=CC(=O)C=C1.O=C1C=CC(=O)C=C1",
  "e_homo_ha": -0.3013,
  "homo_lumo_gap_ev": 6.39,
  "species": ["C", "C", "C", "C", "O", "C", "C", "C", "S", "C", "C", "O", "C", "C", "N", "C", "C", "O", "N", "O", "H", "H", "H", "H", "H", "H", "H", "H", "H", "H", "H", "H", "H", "H", "H", "H", "H", "H", "H", "H", "H", "H", "H", "H", "H", "H", "O", "C", "C", "C", "C", "O", "C", "C", "H", "H", "H", "H", "O", "C", "C", "C", "C", "O", "C", "C", "H", "H", "H", "H", "O", "C", "C", "C", "C", "O", "C", "C", "H", "H", "H", "H", "O", "C", "C", "C", "C", "O", "C", "C", "H", "H", "H", "H", "O", "C", "C", "C", "C", "O", "C", "C", "H", "H", "H", "H", "O", "C", "C", "C", "C", "O", "C", "C", "H", "H", "H", "H"],
  "coordinates": [[3.68, 4.23, 3.83], [3.48, 3.00, 4.46], [3.97, 1.61, 3.91], [3.31, 1.17, 2.53], [2.15, 1.90, 2.17], [0.98, 1.23, 2.70], [-0.30, 1.75, 1.88], [-1.66, 1.11, 2.38], [-1.72, 0.72, 4.19], [-3.01, -0.56, 4.51], [-3.25, -1.59, 3.32], [-0.30, 3.14, 1.59], [-0.81, 4.04, 2.54], [-0.29, 3.92, 4.04], [-2.31, 4.18, 2.55], [-2.73, 5.44, 3.17], [-3.24, 5.28, 4.68], [4.28, 1.43, 1.44], [4.46, 0.18, 0.84], [5.43, -0.28, 1.35], [4.62, 4.42, 3.24], [2.89, 5.03, 4.00], [2.94, 3.03, 5.46], [3.74, 0.84, 4.72], [5.10, 1.64, 3.74], [3.13, 0.05, 2.59], [0.93, 1.46, 3.80], [1.00, 0.10, 2.59], [-0.13, 1.26, 0.86], [-1.76, 0.10, 1.86], [-2.59, 1.68, 2.04], [-4.01, -0.14, 4.84], [-2.63, -1.18, 5.39], [-3.93, -2.45, 3.61], [-3.66, -1.09, 2.38], [-2.24, -2.06, 3.06], [-0.46, 5.08, 2.20], [-0.25, 4.99, 4.44], [0.79, 3.57, 4.08], [-0.97, 3.36, 4.74], [-2.64, 4.09, 1.58], [-3.65, 5.79, 2.58], [-1.98, 6.29, 3.11], [-4.01, 6.06, 4.97], [-3.54, 4.22, 4.92], [-2.33, 5.50, 5.33], [5.83, 0.72, -4.15], [4.68, 0.42, -3.88], [3.65, 0.30, -4.93], [2.39, -0.03, -4.63], [1.98, -0.28, -3.24], [0.83, -0.58, -2.96], [3.01, -0.16, -2.18], [4.26, 0.16, -2.48], [3.97, 0.49, -5.94], [1.63, -0.12, -5.39], [2.69, -0.35, -1.17], [5.03, 0.26, -1.72], [2.28, 2.90, -5.33], [2.19, 3.68, -4.40], [2.09, 5.14, -4.63], [1.99, 6.00, -3.62], [1.97, 5.53, -2.21], [1.87, 6.31, -1.29], [2.06, 4.07, -1.98], [2.17, 3.21, -3.00], [2.11, 5.47, -5.66], [1.92, 7.07, -3.77], [2.05, 3.75, -0.95], [2.24, 2.15, -2.84], [0.38, -7.69, 4.19], [-0.29, -6.71, 4.46], [-1.73, -6.81, 4.77], [-2.45, -5.74, 5.06], [-1.85, -4.39, 5.09], [-2.51, -3.40, 5.36], [-0.41, -4.28, 4.78], [0.32, -5.36, 4.49], [-2.16, -7.81, 4.74], [-3.51, -5.80, 5.29], [0.02, -3.28, 4.81], [1.38, -5.30, 4.26], [-3.69, -2.92, -3.96], [-3.70, -2.30, -2.91], [-2.44, -1.81, -2.30], [-2.46, -1.14, -1.15], [-3.72, -0.85, -0.44], [-3.73, -0.23, 0.61], [-4.97, -1.34, -1.05], [-4.96, -2.01, -2.20], [-1.52, -2.03, -2.83], [-1.55, -0.77, -0.68], [-5.89, -1.12, -0.52], [-5.87, -2.38, -2.67], [-7.87, -8.56, -0.80], [-7.51, -7.45, -0.49], [-8.39, -6.27, -0.69], [-7.99, -5.05, -0.36], [-6.66, -4.81, 0.24], [-6.30, -3.69, 0.55], [-5.78, -5.98, 0.44], [-6.18, -7.20, 0.10], [-9.36, -6.47, -1.13], [-8.62, -4.18, -0.50], [-4.81, -5.78, 0.88], [-5.55, -8.07, 0.25], [9.25, 0.59, -9.22], [8.10, 0.29, -8.95], [7.07, 0.17, -10.00], [5.81, -0.15, -9.70], [5.40, -0.41, -8.31], [4.25, -0.71, -8.03], [6.43, -0.29, -7.25], [7.69, 0.04, -7.55], [7.39, 0.36, -11.02], [5.04, -0.24, -10.46], [6.11, -0.48, -6.24], [8.45, 0.13, -6.80]]
}

***

Entry 3:
{
  "formula": "C49H51BCl2F6NO2",
  "method": "ωB97M-V/def2-TZVPD",
  "total_charge": 1,
  "e_homo_ha": -0.3992,
  "homo_lumo_gap_ev": 8.82,
  "species": ["C", "O", "B", "O", "N", "C", "C", "C", "Cl", "C", "C", "C", "Cl", "C", "C", "C", "C", "C", "C", "H", "H", "H", "H", "H", "H", "H", "H", "H", "H", "H", "H", "H", "H", "H", "H", "H", "H", "H", "H", "H", "F", "C", "C", "C", "C", "C", "C", "H", "H", "H", "H", "H", "F", "C", "C", "C", "C", "C", "C", "H", "H", "H", "H", "H", "F", "C", "C", "C", "C", "C", "C", "H", "H", "H", "H", "H", "F", "C", "C", "C", "C", "C", "C", "H", "H", "H", "H", "H", "F", "C", "C", "C", "C", "C", "C", "H", "H", "H", "H", "H", "F", "C", "C", "C", "C", "C", "C", "H", "H", "H", "H", "H"],
  "coordinates": [[-3.78, 2.25, 1.94], [-2.96, 1.58, 0.96], [-1.64, 1.68, 1.00], [-0.89, 2.35, 1.91], [-0.93, 0.98, -0.22], [-1.96, 0.74, -1.32], [-1.36, 0.11, -2.58], [-1.70, -1.36, -2.75], [-3.43, -1.57, -3.10], [-0.38, -0.34, 0.24], [0.53, -0.27, 1.47], [1.66, -1.28, 1.36], [-0.45, -0.58, 2.93], [0.10, 1.93, -0.73], [1.41, 1.55, -0.97], [2.32, 2.50, -1.43], [1.91, 3.81, -1.65], [0.59, 4.17, -1.43], [-0.32, 3.23, -0.96], [-4.81, 2.17, 1.61], [-3.70, 1.77, 2.91], [-3.53, 3.30, 1.99], [-0.82, 1.87, 2.75], [-2.40, 1.70, -1.54], [-2.73, 0.09, -0.90], [-1.75, 0.63, -3.45], [-0.28, 0.20, -2.59], [-1.17, -1.80, -3.58], [-1.48, -1.94, -1.87], [0.16, -0.81, -0.57], [-1.25, -0.95, 0.46], [0.95, 0.72, 1.57], [2.50, -0.85, 0.82], [1.34, -2.18, 0.85], [2.01, -1.54, 2.35], [1.77, 0.54, -0.81], [3.34, 2.22, -1.61], [2.62, 4.54, -2.00], [0.27, 5.18, -1.61], [-1.35, 3.54, -0.79], [4.01, 4.44, -4.53], [3.20, 4.11, -5.56], [3.70, 4.18, -6.85], [2.85, 3.83, -7.90], [1.55, 3.44, -7.65], [1.08, 3.39, -6.34], [1.91, 3.72, -5.29], [4.72, 4.49, -7.02], [3.22, 3.87, -8.91], [0.90, 3.18, -8.47], [0.06, 3.08, -6.15], [1.57, 3.69, -4.26], [-10.35, -2.71, -3.39], [-9.27, -1.93, -3.23], [-9.41, -0.56, -3.34], [-8.29, 0.24, -3.17], [-7.06, -0.33, -2.89], [-6.94, -1.71, -2.79], [-8.05, -2.52, -2.96], [-10.38, -0.14, -3.56], [-8.39, 1.31, -3.25], [-6.18, 0.30, -2.76], [-5.98, -2.16, -2.59], [-7.99, -3.60, -2.88], [4.73, -0.19, 0.36], [5.50, 0.15, 1.43], [6.75, 0.70, 1.21], [7.52, 1.04, 2.32], [7.04, 0.83, 3.60], [5.78, 0.28, 3.79], [5.00, -0.07, 2.70], [7.10, 0.85, 0.20], [8.50, 1.46, 2.17], [7.65, 1.08, 4.45], [5.41, 0.11, 4.79], [4.02, -0.50, 2.82], [-5.63, 3.94, -0.37], [-6.92, 3.67, -0.03], [-7.51, 2.53, -0.55], [-8.82, 2.25, -0.20], [-9.51, 3.09, 0.66], [-8.89, 4.23, 1.17], [-7.58, 4.52, 0.83], [-6.95, 1.89, -1.22], [-9.30, 1.36, -0.59], [-10.53, 2.87, 0.93], [-9.43, 4.89, 1.83], [-7.07, 5.40, 1.21], [7.32, -1.61, 5.40], [7.30, -2.94, 5.17], [8.08, -3.44, 4.15], [8.06, -4.81, 3.91], [7.25, -5.64, 4.68], [6.48, -5.10, 5.70], [6.50, -3.74, 5.95], [8.70, -2.78, 3.56], [8.66, -5.23, 3.12], [7.24, -6.71, 4.49], [5.85, -5.75, 6.30], [5.91, -3.30, 6.75], [3.82, -7.68, 2.35], [3.03, -6.62, 2.61], [3.59, -5.49, 3.16], [2.77, -4.40, 3.42], [1.41, -4.46, 3.13], [0.87, -5.61, 2.58], [1.68, -6.71, 2.31], [4.65, -5.46, 3.38], [3.20, -3.50, 3.85], [0.78, -3.61, 3.35], [-0.19, -5.67, 2.37], [1.29, -7.62, 1.88]]
}

***

Entry 4:
{
  "formula": "C49H51N7O2P2Tl",
  "method": "ωB97M-V/def2-TZVPD",
  "total_charge": 1,
  "e_homo_ha": -0.3480,
  "homo_lumo_gap_ev": 7.27,
  "species": ["Tl", "C", "N", "C", "P", "C", "C", "C", "C", "C", "C", "C", "C", "C", "C", "C", "C", "C", "C", "C", "C", "C", "C", "P", "C", "C", "C", "C", "C", "C", "C", "C", "C", "C", "C", "C", "H", "H", "H", "H", "H", "H", "H", "H", "H", "H", "H", "H", "H", "H", "H", "H", "H", "H", "H", "H", "H", "H", "H", "H", "H", "H", "H", "H", "H", "O", "C", "C", "C", "C", "N", "C", "C", "C", "C", "C", "C", "O", "C", "C", "N", "H", "H", "H", "H", "H", "H", "H", "H", "H", "H", "H", "H", "C", "C", "C", "C", "N", "C", "N", "N", "N", "H", "H", "H", "H", "H", "H", "H", "H", "H", "H"],
  "coordinates": [[-0.55, 0.04, -2.28], [1.36, 1.10, 1.28], [2.56, 0.31, 1.25], [2.89, -0.49, 0.09], [2.59, 0.36, -1.55], [3.55, 1.90, -1.43], [3.27, 2.90, -2.38], [3.95, 4.11, -2.35], [4.89, 4.35, -1.36], [5.17, 3.37, -0.41], [4.50, 2.15, -0.45], [3.63, -0.71, -2.61], [3.42, -2.09, -2.58], [4.17, -2.93, -3.40], [5.12, -2.40, -4.26], [5.32, -1.02, -4.30], [4.58, -0.18, -3.48], [3.45, 0.35, 2.34], [4.22, -0.77, 2.66], [5.11, -0.72, 3.73], [5.23, 0.42, 4.50], [4.46, 1.53, 4.19], [3.58, 1.51, 3.11], [-0.20, 0.16, 0.83], [-1.44, 1.20, 1.72], [-1.29, 2.59, 1.80], [-2.27, 3.37, 2.39], [-3.41, 2.78, 2.92], [-3.56, 1.40, 2.85], [-2.58, 0.62, 2.26], [-0.13, -1.30, 1.92], [0.59, -1.34, 3.11], [0.59, -2.49, 3.89], [-0.13, -3.61, 3.50], [-0.86, -3.57, 2.32], [-0.85, -2.43, 1.53], [1.40, 1.95, 0.58], [1.22, 1.51, 2.28], [2.30, -1.42, 0.05], [3.94, -0.76, 0.13], [2.53, 2.71, -3.15], [3.74, 4.86, -3.10], [5.42, 5.30, -1.33], [5.91, 3.55, 0.36], [4.75, 1.40, 0.29], [2.67, -2.52, -1.93], [4.01, -3.99, -3.36], [5.71, -3.05, -4.89], [6.06, -0.60, -4.97], [4.76, 0.89, -3.51], [4.11, -1.68, 2.09], [5.70, -1.60, 3.96], [5.92, 0.44, 5.34], [4.55, 2.43, 4.78], [3.02, 2.40, 2.86], [-0.41, 3.07, 1.39], [-2.14, 4.44, 2.45], [-4.17, 3.39, 3.38], [-4.45, 0.93, 3.27], [-2.72, -0.46, 2.22], [1.14, -0.47, 3.46], [1.16, -2.51, 4.81], [-0.12, -4.50, 4.11], [-1.43, -4.44, 2.02], [-1.40, -2.41, 0.59], [-7.43, 2.75, -0.92], [-7.15, 1.42, -0.54], [-5.69, 1.15, -0.75], [-5.21, -0.16, -0.75], [-3.85, -0.36, -0.94], [-2.98, 0.63, -1.11], [-3.43, 1.88, -1.08], [-4.78, 2.18, -0.93], [-2.40, 2.97, -1.23], [-2.74, 4.31, -1.09], [-1.76, 5.28, -1.19], [-2.10, 6.74, -1.08], [-3.32, 6.87, -0.37], [-0.45, 4.87, -1.41], [-0.20, 3.52, -1.52], [-1.14, 2.58, -1.43], [-8.36, 2.94, -0.77], [-7.73, 0.70, -1.12], [-7.38, 1.26, 0.51], [-5.88, -1.00, -0.62], [-3.45, -1.37, -0.96], [-5.15, 3.19, -0.94], [-3.75, 4.62, -0.88], [-2.19, 7.15, -2.09], [-1.28, 7.27, -0.58], [-3.51, 7.81, -0.24], [0.36, 5.58, -1.48], [0.82, 3.16, -1.67], [-3.30, -5.60, -0.38], [-2.30, -6.67, -0.79], [-1.41, -7.10, 0.38], [-1.45, -6.25, -2.00], [-0.82, -4.94, -1.82], [-1.28, -3.72, -2.10], [-0.40, -2.84, -1.70], [0.62, -3.55, -1.17], [0.38, -4.81, -1.25], [-4.00, -6.00, 0.35], [-3.88, -5.22, -1.23], [-2.79, -4.75, 0.10], [-2.87, -7.54, -1.14], [-0.69, -6.32, 0.62], [-0.86, -8.01, 0.15], [-2.02, -7.29, 1.27], [-2.04, -6.20, -2.91], [-0.64, -6.96, -2.15], [-2.23, -3.52, -2.58]]
}